Record 1
Here is C12H40F10N4O24S6Y as an isolated structure in a non-equilibrium geometry from the Open Molecules 2025 dataset. Energies are from ωB97M-V with the def2-TZVPD basis set.

Computed properties:
* net charge: -1
* HOMO-LUMO gap: 7.488 eV
* HOMO level: -6.14 eV
* 2S+1: 1

Each line ends with the Mulliken charge.
Geometry (Å):
Y1 -0.33 -0.60 0.72  1.860
S1 -0.93 -1.80 4.16  1.295
S2 -3.82 -1.19 0.48  0.448
S3 2.89 -1.98 1.52  0.563
S4 2.70 0.25 2.48  0.556
S5 -3.37 0.34 -1.11  0.582
S6 -0.67 -4.32 0.99  1.023
F1 0.36 -4.71 -1.48  -0.149
F2 -2.06 1.11 -1.72  -0.303
F3 0.45 -6.60 -0.23  -0.248
F4 1.80 -5.03 0.19  -0.216
F5 -0.71 -1.16 6.73  -0.237
F6 2.39 -2.45 0.10  -0.196
F7 -0.33 0.48 5.35  -0.241
F8 -3.17 -1.80 1.84  -0.205
F9 1.50 1.06 3.09  -0.185
F10 1.10 -1.00 5.65  -0.249
O1 -0.40 -2.86 0.89  0.002
O2 -3.77 -0.45 -2.29  -0.548
O3 -2.04 -4.59 0.53  -0.715
O4 -4.83 -0.44 1.19  -0.656
O5 -2.32 -1.80 4.57  -0.778
O6 3.49 1.32 1.87  -0.694
O7 2.57 2.96 -0.21  -0.633
O8 -4.24 -2.36 -0.27  -0.498
O9 -1.03 1.37 1.80  1.361
O10 -0.20 5.17 4.07  -0.428
O11 -4.31 -3.67 -4.43  -0.592
O12 -1.87 -3.11 -3.27  -0.457
O13 0.71 1.00 -0.55  0.754
O14 2.50 -3.13 2.36  -0.495
O15 -0.68 -1.04 2.93  -0.853
O16 -0.40 -4.90 2.33  -0.644
O17 0.73 0.27 -3.15  -0.203
O18 2.76 -0.63 -4.57  -0.302
O19 4.35 -1.76 1.31  -0.580
O20 3.18 -0.33 3.73  -0.597
O21 -0.29 -3.11 4.22  -0.706
O22 -0.17 -1.50 -1.47  0.373
O23 -3.57 1.94 2.18  -0.470
O24 -4.14 1.44 -0.62  -0.563
N1 1.76 -0.63 1.52  0.133
N2 3.34 1.94 -3.12  -0.529
N3 0.26 3.69 1.64  -0.581
N4 -2.49 -0.50 0.10  0.263
C1 -1.13 4.97 3.00  -0.473
C2 -0.17 -0.77 5.59  0.610
C3 4.05 -0.15 -4.36  -1.179
C4 3.90 -0.03 -1.76  -0.537
C5 4.20 0.73 -3.07  0.073
C6 -0.47 4.92 1.62  0.372
C7 0.55 -5.23 -0.25  0.643
C8 -2.66 -4.11 -2.72  0.109
C9 -0.85 4.90 5.37  -0.665
C10 -1.51 4.90 0.49  -1.336
C11 2.67 -1.75 -5.52  -0.949
C12 -4.16 -3.87 -3.02  -0.269
H1 -1.09 4.78 -0.50  0.370
H2 4.28 0.40 -5.27  0.503
H3 3.20 3.09 0.49  0.264
H4 -2.02 -3.02 -4.22  0.266
H5 1.52 0.36 -3.68  0.080
H6 5.24 1.00 -2.84  0.411
H7 0.90 3.80 0.86  0.021
H8 -0.93 3.83 5.58  0.214
H9 -2.06 5.83 0.41  0.439
H10 -2.17 4.04 0.63  0.196
H11 3.87 2.76 -2.86  0.263
H12 0.13 5.82 1.57  0.456
H13 4.58 -0.87 -1.77  0.447
H14 -0.22 5.31 6.16  0.262
H15 -4.43 -2.90 -2.60  0.025
H16 0.19 -1.06 -2.24  -0.105
H17 -4.34 -4.51 -4.90  0.314
H18 -2.59 -4.11 -1.63  -0.038
H19 3.27 -1.57 -6.42  0.349
H20 0.02 0.54 -3.74  0.149
H21 0.68 1.00 -1.51  0.102
H22 -2.17 -5.01 -3.10  0.365
H23 -4.29 1.63 1.63  0.198
H24 3.10 2.81 -0.99  0.116
H25 -3.97 2.61 2.73  0.185
H26 4.07 0.61 -0.89  0.387
H27 1.03 3.86 2.28  0.245
H28 1.65 -2.09 -5.71  0.302
H29 -1.57 3.99 3.19  0.042
H30 2.87 -0.39 -1.76  -0.371
H31 -1.88 5.28 5.37  0.335
H32 3.10 2.04 -4.10  0.176
H33 3.01 -2.72 -5.14  0.343
H34 -4.81 -4.70 -2.74  0.357
H35 -0.68 2.26 1.71  -0.109
H36 4.78 -0.96 -4.32  0.558
H37 -1.93 1.49 2.10  -0.169
H38 -0.80 -2.12 -1.83  -0.091
H39 -1.95 5.69 2.98  0.408
H40 1.27 1.74 -0.33  -0.130

Record 2
Here is C17H30AsCrF7O16 as an isolated structure in a non-equilibrium geometry from the Open Molecules 2025 dataset. Energies are from ωB97M-V with the def2-TZVPD basis set.

Computed properties:
* net charge: +1
* HOMO-LUMO gap (alpha / beta): 4.174 / 4.946 eV
* <S²>: 3.79
* HOMO level (alpha / beta): -11.95 / -11.95 eV
* 2S+1: 4

Each line ends with the Löwdin spin population.
Geometry (Å):
As1 2.63 -3.13 -2.04  0.000
Cr1 -0.87 -3.63 -0.78  2.643
F1 3.13 -4.80 -1.59  -0.001
F2 2.95 -2.70 -0.33  0.001
F3 2.09 -3.76 -3.63  -0.001
F4 2.16 -1.37 -2.43  0.001
F5 4.70 0.52 1.00  0.000
F6 4.28 -2.89 -2.65  0.000
F7 0.95 -3.57 -1.49  0.028
O1 1.47 4.38 -1.71  0.000
O2 -0.71 -1.58 -0.51  0.235
O3 -4.95 -2.48 -1.00  0.004
O4 0.76 -3.55 3.46  0.000
O5 4.28 -0.55 2.90  0.000
O6 -0.55 4.87 -2.63  0.000
O7 2.03 -4.64 1.96  0.003
O8 2.19 -0.21 3.24  0.000
O9 -2.92 -3.49 -0.54  0.023
O10 3.35 -0.96 4.92  0.000
O11 0.05 -3.87 1.16  0.014
O12 0.47 2.85 -2.86  0.000
O13 -2.74 4.32 -0.32  0.000
O14 -1.93 6.20 0.52  0.000
O15 -3.39 6.20 -1.19  0.000
O16 -4.49 -4.46 -1.77  0.003
C1 -4.01 -3.46 -1.04  0.006
C2 3.18 -4.52 2.87  0.000
C3 3.21 -0.69 3.74  0.000
C4 3.89 -0.39 1.53  0.000
C5 0.87 -4.06 2.11  0.003
C6 -0.68 -0.24 -0.03  0.021
C7 -2.55 5.61 -0.35  0.000
C8 2.55 0.11 1.88  0.000
C9 -4.68 -1.20 -0.41  0.000
C10 2.50 3.47 -1.83  0.000
C11 -5.15 -4.27 -3.01  0.000
C12 -0.27 -2.67 3.83  0.000
C13 -2.05 3.44 0.54  0.000
C14 3.01 3.23 -0.43  0.000
C15 -3.48 7.58 -1.36  0.000
C16 0.36 4.08 -2.42  0.000
C17 1.73 2.35 -2.57  0.000
H1 -1.13 2.98 0.16  0.000
H2 2.38 1.16 1.66  0.000
H3 -5.25 -5.28 -3.39  0.000
H4 -0.74 -0.18 1.06  0.012
H5 -4.55 -3.77 -3.78  0.000
H6 1.94 -0.33 1.10  0.000
H7 3.24 4.02 -2.42  0.000
H8 4.00 -1.37 1.05  0.000
H9 -1.20 -3.16 4.10  0.000
H10 3.20 4.11 0.19  0.000
H11 -0.53 -1.91 3.10  0.000
H12 0.30 0.21 -0.20  0.000
H13 -1.69 3.73 1.53  0.000
H14 1.65 1.56 -1.82  0.000
H15 3.21 -5.19 3.72  0.000
H16 2.17 1.90 -3.45  0.000
H17 -3.67 7.84 -2.40  0.000
H18 -6.11 -3.81 -2.78  0.000
H19 -4.03 -1.32 0.46  0.000
H20 4.09 -4.61 2.28  0.000
H21 -4.32 7.82 -0.71  0.000
H22 3.25 -3.53 3.33  0.000
H23 -5.52 -0.58 -0.12  0.000
H24 -2.56 2.50 0.74  0.000
H25 2.36 2.56 0.14  0.000
H26 3.99 2.76 -0.44  0.000
H27 0.14 -2.20 4.72  0.000
H28 -1.39 0.49 -0.41  0.005
H29 -4.11 -0.53 -1.06  0.000
H30 -2.52 8.03 -1.09  0.000

Record 3
Here is H6O3 as an isolated structure in a non-equilibrium geometry from the Open Molecules 2025 dataset. Energies are from ωB97M-V with the def2-TZVPD basis set.

Computed properties:
* net charge: 0
* HOMO-LUMO gap: 9.970 eV
* HOMO level: -9.85 eV
* 2S+1: 1

Each line ends with the Mulliken charge.
Geometry (Å):
O1 0.53 0.13 -0.71  -0.775
O2 0.21 0.44 1.24  -0.523
O3 -1.23 -1.07 -1.17  -0.681
H1 -0.82 -0.66 -1.93  0.301
H2 -0.60 -0.97 -0.46  0.383
H3 0.19 -0.11 2.03  0.283
H4 0.13 0.55 0.05  0.453
H5 0.13 1.34 1.57  0.301
H6 1.46 0.35 -0.63  0.259

Record 4
Here is a 2-piece molecular cluster, C6H13O2 overall in a non-equilibrium geometry from the Open Molecules 2025 dataset. Energies are from ωB97M-V with the def2-TZVPD basis set.

Computed properties:
* net charge: -1
* HOMO-LUMO gap: 7.276 eV
* HOMO level: -3.77 eV
* 2S+1: 1

Each line ends with the Mulliken charge.
Geometry (Å):
O1 -0.55 1.61 1.12  -0.744
O2 -1.48 2.59 -0.69  -0.777
C1 0.13 -2.11 0.78  -0.194
C2 0.28 0.99 -0.83  0.386
C3 1.18 1.84 -1.68  -1.328
C4 0.37 -2.78 -0.52  -0.914
C5 -0.71 1.80 -0.11  0.490
C6 0.27 -2.99 2.01  -1.057
H1 0.30 -2.09 -1.41  0.314
H2 0.60 2.50 -2.41  0.264
H3 -0.34 -3.61 -0.78  0.272
H4 -0.14 0.07 -1.33  0.029
H5 0.93 0.64 -0.13  0.012
H6 1.22 -3.28 2.48  0.311
H7 1.93 1.30 -2.35  0.324
H8 0.68 -1.18 0.91  0.254
H9 -0.81 -1.61 0.82  0.337
H10 1.46 -3.11 -0.42  0.210
H11 -0.27 -3.95 1.76  0.240
H12 -0.39 -2.33 2.77  0.249
H13 1.88 2.50 -1.18  0.321

Record 5
Here is a 4-piece molecular cluster, C19H42N2O11P overall in a non-equilibrium geometry from the Open Molecules 2025 dataset. Energies are from ωB97M-V with the def2-TZVPD basis set.

Computed properties:
* net charge: +1
* HOMO-LUMO gap: 8.657 eV
* HOMO level: -11.59 eV
* 2S+1: 1

Each line ends with the Mulliken charge.
Geometry (Å):
P1 -2.51 1.58 -1.46  0.565
O1 -0.31 0.44 -3.55  -0.504
O2 -1.79 2.52 -2.45  -0.498
O3 -2.44 1.98 -0.07  -0.469
O4 -4.01 1.52 -1.96  -0.602
O5 0.37 4.67 5.29  -0.574
O6 2.89 -0.35 -2.56  -0.593
O7 -0.10 -4.28 -0.39  -0.543
O8 2.65 3.68 1.12  -0.384
O9 -0.93 -6.29 -0.22  -0.369
O10 -0.64 3.80 3.55  -0.382
O11 1.42 1.87 1.04  -0.754
N1 -1.29 -1.74 -3.52  -0.269
N2 -3.11 -0.99 -1.57  0.063
C1 3.20 1.79 2.61  -1.207
C2 -1.91 -0.12 -1.75  -0.231
C3 1.53 -0.55 -2.14  0.462
C4 2.35 2.45 1.55  0.901
C5 -1.48 -2.65 -2.42  -0.204
C6 -0.89 -7.71 -0.46  -0.425
C7 0.07 -5.46 -0.55  0.777
C8 -0.56 4.72 4.54  0.764
C9 -2.77 -2.47 -1.64  -0.928
C10 -0.13 -8.45 0.61  -1.005
C11 1.56 -0.72 -0.64  -0.899
C12 -1.42 -0.32 -3.20  -0.724
C13 5.05 4.18 1.26  -1.031
C14 0.72 0.68 -2.58  -0.505
C15 -1.75 3.68 2.66  -0.386
C16 3.65 4.51 1.73  -0.443
C17 1.38 -6.01 -1.06  -1.074
C18 -1.60 5.81 4.64  -0.943
C19 -1.65 4.67 1.52  -0.734
H1 3.39 5.52 1.42  0.343
H2 5.33 3.16 1.52  0.292
H3 -0.67 -2.63 -1.71  -0.238
H4 0.92 -8.15 0.65  0.285
H5 -4.58 1.81 -1.22  0.384
H6 2.09 -6.02 -0.24  0.298
H7 1.19 -1.46 -2.62  0.608
H8 1.24 0.17 -0.13  0.006
H9 0.37 1.25 -1.73  0.048
H10 -2.20 3.40 -2.42  0.409
H11 1.32 -7.01 -1.49  0.379
H12 -3.61 -3.01 -2.02  0.333
H13 -1.94 -8.01 -0.45  0.306
H14 3.03 -0.81 -3.41  0.377
H15 3.55 4.48 2.82  0.365
H16 0.98 -1.58 -0.33  0.045
H17 -0.56 -8.25 1.59  0.315
H18 2.56 -0.93 -0.34  0.442
H19 -1.20 -0.39 -0.99  0.429
H20 -1.68 5.70 1.87  0.383
H21 -0.52 -7.91 -1.46  0.375
H22 5.77 4.86 1.70  0.369
H23 -1.20 6.72 4.19  0.261
H24 -2.70 3.76 3.20  0.359
H25 3.89 1.11 2.12  0.281
H26 -1.50 -3.65 -2.81  0.725
H27 -1.80 6.00 5.69  0.314
H28 -3.55 -0.79 -0.67  0.372
H29 2.55 1.23 3.27  0.323
H30 -0.71 4.54 0.99  0.148
H31 -0.16 -9.53 0.42  0.366
H32 -3.80 -0.77 -2.29  0.521
H33 -2.55 5.58 4.16  0.321
H34 -2.59 -2.80 -0.64  0.453
H35 -2.47 4.53 0.82  0.225
H36 -2.24 0.04 -3.83  0.615
H37 -1.69 2.67 2.26  0.262
H38 1.75 -5.34 -1.84  0.288
H39 5.11 4.26 0.17  0.306
H40 3.77 2.48 3.23  0.451
H41 -1.89 -1.98 -4.30  0.403
H42 1.43 1.33 -3.06  0.598

Record 6
Here is a 16-piece molecular cluster, C32H96O16 overall in a non-equilibrium geometry from the Open Molecules 2025 dataset. Energies are from ωB97M-V with the def2-TZVPD basis set.

Computed properties:
* net charge: 0
* HOMO-LUMO gap: 9.470 eV
* HOMO level: -9.34 eV
* 2S+1: 1

Each line ends with the Mulliken charge.
Geometry (Å):
O1 1.67 3.71 0.65  -0.394
O2 4.98 2.09 -1.52  -0.665
O3 0.54 -2.32 3.43  -0.322
O4 3.10 3.18 2.88  -0.597
O5 -0.94 3.49 -0.26  0.385
O6 -6.41 1.00 -1.57  -0.590
O7 -4.05 -3.54 -3.47  -0.585
O8 3.76 -2.60 -0.52  -0.553
O9 -0.83 -1.31 -0.84  0.764
O10 -3.94 1.53 3.94  -0.622
O11 -2.25 -2.49 1.23  -0.006
O12 3.00 -1.98 2.13  -0.058
O13 -1.72 -1.89 -3.37  -0.357
O14 -0.78 -4.53 2.40  -0.685
O15 -1.47 2.69 -2.87  0.401
O16 3.94 1.25 -3.88  -0.516
C1 -1.53 3.25 -5.15  -1.220
C2 -3.26 -4.52 -1.40  -0.205
C3 1.73 5.06 -1.35  -1.204
C4 1.57 1.96 4.26  -0.511
C5 2.15 3.35 3.91  -0.884
C6 0.60 -2.58 4.83  -0.431
C7 -1.77 3.75 -3.75  -0.236
C8 -1.68 1.85 3.23  -0.484
C9 1.77 1.19 -2.94  2.371
C10 -1.11 -1.62 -5.66  -1.740
C11 5.28 -2.60 2.34  -1.482
C12 2.53 4.26 -0.33  0.328
C13 4.08 -1.99 3.06  0.027
C14 2.95 -2.17 -1.60  1.617
C15 -4.33 -3.71 -2.09  -0.119
C16 -0.43 -5.18 1.17  0.615
C17 2.56 1.33 -4.21  -0.852
C18 -3.04 -1.70 2.09  1.161
C19 -5.10 0.79 -1.05  -0.143
C20 3.65 -2.34 -2.95  -1.349
C21 1.14 -1.37 5.55  -1.047
C22 5.26 1.68 0.83  -1.010
C23 -3.13 1.84 2.81  0.312
C24 -0.94 -1.07 -4.22  1.162
C25 -0.98 -6.59 1.19  -1.513
C26 -2.81 4.83 0.05  -1.303
C27 -1.40 4.61 0.51  0.167
C28 -4.06 -2.62 2.77  -1.458
C29 -4.13 0.34 -2.12  -0.322
C30 -0.65 0.05 -0.40  1.008
C31 0.59 0.13 0.45  2.246
C32 4.57 1.25 -0.47  0.791
H1 -2.11 -1.43 -6.05  0.378
H2 6.34 1.68 0.76  0.404
H3 0.02 3.42 -0.06  -0.307
H4 -1.25 -1.74 -0.07  -0.331
H5 4.58 -1.78 -3.00  0.303
H6 0.50 -0.46 1.36  -0.422
H7 -2.77 4.17 -3.60  0.365
H8 -0.97 2.04 2.43  -0.314
H9 -5.20 -0.02 -0.31  0.143
H10 0.75 1.99 4.98  0.434
H11 1.01 4.44 -1.88  -0.003
H12 1.18 1.59 3.31  -0.028
H13 -3.61 -0.97 1.51  -0.422
H14 -2.06 -6.50 1.30  0.346
H15 -0.39 -2.86 5.18  0.412
H16 -0.76 -7.13 0.27  0.397
H17 -3.52 -3.44 3.25  0.297
H18 3.23 4.97 0.12  0.434
H19 3.02 3.46 -0.88  -0.149
H20 -4.49 -0.60 -2.55  0.236
H21 -0.85 -4.64 0.33  -0.372
H22 5.02 1.04 1.68  -0.066
H23 -4.70 1.64 -0.51  0.037
H24 -1.52 2.66 3.94  0.565
H25 4.44 1.24 -4.70  0.268
H26 -1.30 0.95 3.71  0.206
H27 1.98 -2.68 -1.61  -0.040
H28 -1.48 3.01 -1.95  -0.193
H29 -3.13 0.21 -1.72  -0.079
H30 -2.13 2.36 -5.36  0.274
H31 4.83 0.21 -0.66  0.335
H32 -3.52 -4.72 -0.36  0.190
H33 2.33 2.24 -4.77  0.403
H34 -1.47 0.40 0.24  0.123
H35 -4.12 1.03 -2.96  0.325
H36 -4.66 -2.15 3.55  0.421
H37 0.71 1.37 -3.15  -0.295
H38 1.25 -3.45 4.97  0.339
H39 4.96 -3.60 2.04  0.313
H40 3.04 -1.96 -3.76  0.269
H41 -1.26 4.34 1.55  0.127
H42 1.28 -1.67 6.60  0.467
H43 1.49 -0.09 -0.12  -1.158
H44 -0.47 0.71 -1.25  -0.996
H45 -5.33 -4.14 -2.01  0.439
H46 -6.86 0.16 -1.55  0.366
H47 -4.86 1.55 3.68  0.337
H48 -3.31 5.64 0.59  0.413
H49 -3.39 3.93 0.26  0.035
H50 3.50 -2.17 0.31  0.291
H51 2.18 -1.82 2.63  0.028
H52 0.66 -5.22 1.07  0.247
H53 3.86 2.71 3.22  0.295
H54 -4.38 -2.74 -1.59  -0.119
H55 -3.06 -5.50 -1.84  0.326
H56 2.35 5.44 -2.16  0.440
H57 2.25 0.52 -4.89  0.331
H58 2.21 3.53 1.44  0.138
H59 -2.43 -1.14 2.81  -0.204
H60 -1.33 -1.83 -2.47  0.135
H61 3.84 -3.40 -3.11  0.406
H62 -2.32 -3.96 -1.41  -0.298
H63 1.96 0.24 -2.45  -0.820
H64 -3.29 -2.94 -3.51  0.485
H65 4.28 -0.99 3.46  0.180
H66 -1.79 -3.12 1.81  -0.320
H67 6.12 -2.76 3.02  0.417
H68 -0.58 -5.11 3.15  0.268
H69 3.83 -2.56 3.96  0.312
H70 -3.40 2.83 2.42  0.415
H71 2.07 2.01 -2.28  -0.826
H72 2.71 -1.12 -1.43  -1.064
H73 4.88 2.67 1.10  0.202
H74 -1.82 3.98 -5.91  0.415
H75 -0.49 2.95 -5.29  0.137
H76 1.25 5.92 -0.87  0.383
H77 -0.44 -1.03 -6.29  0.463
H78 2.18 -1.17 5.29  0.146
H79 0.52 -0.48 5.50  0.176
H80 2.58 3.79 4.81  0.414
H81 -0.78 5.49 0.30  0.290
H82 4.58 1.71 -2.33  0.349
H83 -3.31 1.07 2.06  -0.401
H84 -1.27 -0.03 -4.16  -0.172
H85 1.39 4.05 3.56  0.338
H86 -0.69 -7.17 2.07  0.406
H87 -1.03 4.54 -3.53  0.247
H88 -0.90 -2.68 -5.71  0.354
H89 2.32 1.27 4.64  0.430
H90 5.61 -2.04 1.47  0.251
H91 -4.72 -3.11 2.05  0.276
H92 0.24 -3.13 2.98  0.260
H93 0.12 -1.13 -3.96  -0.289
H94 -2.85 5.10 -1.01  0.333
H95 3.49 1.29 -0.31  -0.384
H96 0.73 1.15 0.83  -0.805